Record 1
The following is a DFT calculation (ωB97M-V/def2-TZVPD) of the molecule C3H4N4O in a non-equilibrium geometry.

Structure (XYZ):
```
12
Properties=species:S:1:pos:R:3:nbo_charge:R:1
H 3.064 -0.947 0.044 0.336
N 2.146 -1.525 -0.250 -0.669
C 1.181 -0.696 0.107 0.608
N 1.504 0.768 0.366 -0.487
C 0.307 1.427 -0.101 0.230
N -0.877 0.725 -0.230 -0.659
C -1.085 -0.647 0.055 0.703
N -2.156 -1.230 0.156 -0.654
H -2.962 -0.646 -0.047 0.359
O 0.090 -1.203 0.073 -0.436
H 0.507 2.592 0.056 0.250
H -1.719 1.383 -0.229 0.419
```

Output
- energy relative to the best compared isomer or geometry (same formula, charge and spin) (eV) = 3.721
- E_HOMO (eV) = -9.1
- SMILES = [H]/N=c1\nc[nH]/c(=N\[H])o1
- calculated total energy (eV) = -11180.2481


Record 2
The following is a DFT calculation (ωB97M-V/def2-TZVPD) of the molecule C3H4N4O in a non-equilibrium geometry.

Structure (XYZ):
```
12
Properties=species:S:1:pos:R:3:nbo_charge:R:1
C 1.352 1.202 0.131 -0.276
N 2.050 -0.104 -0.094 -0.488
N 1.028 -1.276 0.134 -0.437
C -0.107 -0.632 -0.234 0.141
N -1.311 -1.081 0.133 -0.033
O -2.093 -0.032 0.090 -0.125
N -1.397 1.222 -0.014 -0.068
C -0.121 0.676 -0.315 0.068
H 1.285 1.748 1.251 0.228
H 1.906 1.962 -0.767 0.237
H 2.815 -0.226 0.792 0.368
H 1.399 -2.029 -0.600 0.385
```

Output
- energy relative to the best compared isomer or geometry (same formula, charge and spin) (eV) = 7.366
- E_HOMO (eV) = -9.2
- SMILES = C1NNc2nonc21
- calculated total energy (eV) = -11176.6034


Record 3
The following is a DFT calculation (ωB97M-V/def2-TZVPD) of the molecule C3H4N4O in a non-equilibrium geometry.

Structure (XYZ):
```
12
Properties=species:S:1:pos:R:3:nbo_charge:R:1
O 1.593 1.774 0.325 -0.748
C 0.989 1.230 -0.826 -0.112
C 0.049 0.025 -0.280 0.314
N -0.750 -0.691 -1.146 -0.181
N -1.419 -1.709 -0.629 -0.161
C -1.344 -1.723 0.660 0.147
N -0.797 -0.837 1.511 -0.161
N -0.033 0.094 1.068 -0.215
H 1.014 1.541 1.218 0.501
H 2.003 0.907 -1.329 0.211
H 0.531 2.002 -1.574 0.204
H -1.834 -2.614 1.002 0.200
```

Output
- energy relative to the best compared isomer or geometry (same formula, charge and spin) (eV) = 4.519
- E_HOMO (eV) = -10.2
- SMILES = OCc1nncnn1
- calculated total energy (eV) = -11179.4504


Record 4
The following is a DFT calculation (ωB97M-V/def2-TZVPD) of the molecule C3H4N4O in a non-equilibrium geometry.

Structure (XYZ):
```
12
Properties=species:S:1:pos:R:3:nbo_charge:R:1
H -1.485 1.723 1.292 0.350
N -1.712 0.789 1.110 -0.651
C -0.664 -0.057 0.890 0.513
N -0.649 -1.426 0.588 -0.428
C -0.263 -1.645 -0.642 0.263
N 0.229 -0.625 -1.691 -0.514
C 0.839 0.415 -1.324 0.414
O 0.855 1.127 -0.113 -0.366
N 0.868 0.299 0.956 -0.355
H -0.101 -2.738 -0.674 0.217
H 1.152 1.118 -2.233 0.198
H 0.929 1.020 1.841 0.360
```

Output
- energy relative to the best compared isomer or geometry (same formula, charge and spin) (eV) = 5.756
- E_HOMO (eV) = -9.8
- SMILES = [H]/N=C1/N=CN=CON1
- calculated total energy (eV) = -11178.2131


Record 5
The following is a DFT calculation (ωB97M-V/def2-TZVPD) of the molecule C3H4N4O in a non-equilibrium geometry.

Structure (XYZ):
```
12
Properties=species:S:1:pos:R:3:nbo_charge:R:1
O 2.317 1.140 0.313 -0.631
N 1.162 1.858 -0.024 -0.156
C 0.242 0.917 -0.039 0.199
C 0.338 -0.362 0.474 -0.289
C -0.678 -1.374 0.115 0.012
N -1.851 -0.864 -0.374 -0.397
N -2.050 0.449 -0.719 0.042
N -0.995 1.222 -0.479 -0.184
H 3.188 1.647 0.272 0.491
H 1.308 -0.586 1.013 0.261
H -0.434 -2.486 0.097 0.244
H -2.545 -1.562 -0.649 0.408
```

Output
- energy relative to the best compared isomer or geometry (same formula, charge and spin) (eV) = 5.661
- E_HOMO (eV) = -7.7
- SMILES = O/N=c1\cc[nH]nn1
- calculated total energy (eV) = -11178.3086


Record 6
The following is a DFT calculation (ωB97M-V/def2-TZVPD) of the molecule C3H4N4O3S in a non-equilibrium geometry.

Structure (XYZ):
```
15
Properties=species:S:1:pos:R:3:nbo_charge:R:1
C 1.901 -0.765 -0.753 -0.143
C 0.873 -0.435 0.168 0.556
C -1.571 -0.319 -0.267 -0.146
N 1.432 -1.036 -1.943 -0.139
N -0.610 1.833 0.403 -0.805
N 0.156 -0.798 -1.878 -0.154
N -0.287 -0.628 -0.627 -0.191
O 0.823 -0.163 1.369 -0.629
O 0.550 2.021 2.674 -0.849
O -1.514 0.574 2.364 -0.906
S -0.333 1.280 1.792 2.244
H 3.013 -0.902 -0.687 0.250
H -2.261 0.182 -0.864 0.218
H -1.650 -0.164 0.849 0.275
H -0.524 -0.679 -2.600 0.418
```

Output
- energy relative to the best compared isomer or geometry (same formula, charge and spin) (eV) = 2.081
- E_HOMO (alpha / beta) (eV) = -10.3 / -9.0
- calculated total energy (eV) = -26106.5439